1.
A gas-phase ion, C4H7N2O (charge +1), computed with the ωB97M-V functional and the def2-TZVPD basis.

Cartesian coordinates (Å):
O (0.98, -0.42, 0.04)
N (-0.39, -2.16, 0.69)
N (-1.42, -0.22, -0.03)
C (1.64, 0.66, 0.13)
C (-1.89, 0.91, -0.68)
C (-0.28, -0.84, 0.17)
C (2.51, 1.55, -0.07)
H (2.75, 1.74, -1.08)
H (-2.23, -0.87, 0.16)
H (-1.26, 1.82, -0.77)
H (2.92, 2.14, 0.69)
H (0.51, -2.49, 1.04)
H (-0.91, -2.69, 0.07)
H (-2.93, 0.87, -0.36)

Calculated values
gap between HOMO and LUMO (spin up / spin down)	7.6 / 8.9	eV
charge	+1
highest occupied orbital energy (spin up / spin down)	-0.4151 / -0.5346	hartree
LUMO level (spin up / spin down)	-3.68 / -5.69	eV
multiplicity	3



2.
2 unconnected molecules or ions with the total composition C2H3F2NO2, computed with the ωB97M-V functional and the def2-TZVPD basis.

Cartesian coordinates (Å):
F (1.03, -1.63, -0.92)
F (1.37, -1.16, 1.25)
O (1.31, 1.49, 0.55)
O (1.65, 0.74, -1.48)
N (1.41, 0.64, -0.28)
C (0.94, -0.67, 0.12)
C (-1.78, 0.07, 0.23)
H (-2.11, -0.30, -0.80)
H (-2.32, -0.35, 1.13)
H (-1.52, 1.17, 0.21)

Calculated values
gap between HOMO and LUMO (spin up / spin down)	9.4 / 8.1	eV
highest occupied orbital energy (spin up / spin down)	-0.3830 / -0.3661	hartree
LUMO level (spin up / spin down)	-0.98 / -1.90	eV



3.
C5H8O in the gas phase, computed with the ωB97M-V functional and the def2-TZVPD basis.

Cartesian coordinates (Å):
O (1.75, -0.53, -0.01)
C (0.86, 0.53, -0.37)
C (-1.31, -0.92, -0.54)
C (-0.13, 1.12, 0.58)
C (1.49, -0.98, 1.20)
C (-0.58, 0.40, -0.67)
H (-0.36, 0.64, 1.53)
H (-2.38, -0.73, -0.45)
H (-0.99, -1.48, 0.35)
H (-0.15, 2.20, 0.61)
H (-1.14, -1.55, -1.42)
H (-0.90, 1.03, -1.51)
H (2.50, -1.00, 1.64)
H (1.49, 1.25, -0.90)

Calculated values
gap between HOMO and LUMO	8.7	eV
highest occupied orbital energy	-0.3052	hartree
LUMO level	0.41	eV



4.
A molecular structure, BrSr, computed with the ωB97M-V functional and the def2-TZVPD basis.

Cartesian coordinates (Å):
Sr (0.66, -0.25, 1.08)
Br (-0.66, 0.25, -1.08)

Calculated values
gap between HOMO and LUMO	8.2	eV
charge	+1
highest occupied orbital energy	-0.5171	hartree
LUMO level	-5.83	eV



Calculated values (kJ/mol) of energy relative to the best compared isomer or geometry (same formula, charge and spin) for the records, taken in order: 258.32 577.31 476.50 1.50.
Calculated values (eV Å⁻¹) of maximum force for the records, taken in order: 4.6 3.8 1.3 0.6.